[1]
Computed, not measured: a structure of composition C33H47ClIrN6O7P2, with ωB97M-V with the def2-TZVPD basis set.

The geometry in ORCA input format:
```
! RIJCOSX wB97M-V def2-TZVPD def2/J DEFGRID3
* xyz 1 1
Ir 0.802 -1.917 -0.222
Cl -4.884 2.299 2.507
P -2.437 -3.147 0.229
P -1.778 -0.315 0.423
O -2.846 -3.616 -1.236
O 2.775 3.618 2.964
O -3.129 -3.918 1.287
O -2.360 1.167 0.250
O -1.353 -0.482 1.846
O -0.924 -3.033 0.226
O -0.801 -0.627 -0.722
N 1.050 1.649 1.921
N 2.691 -2.197 -0.300
N 0.897 -3.402 -1.709
N -3.803 -1.398 1.712
N 1.353 0.821 2.946
N 1.211 -0.307 1.037
C -3.203 -1.434 0.319
C -1.403 5.196 2.452
C 3.144 -3.174 -1.191
C 2.975 5.839 0.717
C 1.194 4.489 -0.362
C -0.001 -6.036 -0.871
C 4.501 -3.249 -1.146
C -2.042 -5.323 -3.988
C 3.824 -1.660 0.305
C 1.126 5.339 2.905
C -0.549 -5.328 -2.087
C -2.902 3.734 3.672
C 1.439 -0.349 2.381
C 4.934 -2.270 -0.190
C 2.289 4.465 0.711
C -1.836 4.617 3.644
C -1.502 -5.957 -2.883
C 0.949 -7.179 -1.234
C -3.190 4.034 1.297
C 0.972 0.969 0.786
C 3.350 3.438 0.287
C -0.252 -1.975 -3.917
C 2.100 -3.796 -1.939
C -4.271 -1.162 -0.724
C -3.560 3.432 2.488
C -0.698 -3.368 -3.546
C 0.662 3.030 2.179
C -0.155 6.051 2.423
C -1.645 -4.034 -4.311
C 0.957 -1.973 -4.855
C -2.117 4.918 1.292
C 1.730 4.130 2.139
C -0.154 -4.043 -2.454
H 1.626 4.820 -1.308
H 1.643 -1.259 2.919
H -1.318 4.840 4.570
H -5.023 -1.951 -0.736
H -0.154 3.264 1.501
H -3.731 3.811 0.387
H 4.206 3.445 0.959
H 0.758 3.504 -0.540
H -1.827 -6.958 -2.620
H 0.728 -2.499 -5.782
H 0.955 4.970 3.920
H -0.843 -6.431 -0.298
H 3.748 -0.864 1.024
H -3.034 -1.070 2.332
H 5.127 -3.918 -1.716
H 3.488 5.990 -0.234
H -0.030 -1.402 -3.016
H -3.817 -1.116 -1.713
H -2.076 -3.534 -5.171
H -3.593 -4.227 -1.247
H 0.498 -5.326 -0.213
H -3.224 3.282 4.600
H -4.758 -0.204 -0.529
H -2.032 1.747 0.952
H 1.818 -2.466 -4.399
H -2.777 -5.832 -4.598
H -0.021 6.471 1.427
H 0.467 -7.898 -1.896
H 1.910 6.092 2.997
H 2.298 -4.568 -2.677
H -1.085 -1.466 -4.406
H 5.953 -2.051 0.083
H 1.277 -7.709 -0.340
H 2.965 2.419 0.258
H -1.828 5.381 0.357
H 1.253 -0.954 -5.106
H -0.301 6.906 3.088
H -4.607 -0.775 1.778
H 1.838 -6.806 -1.748
H 3.701 3.687 -0.716
H 0.264 3.002 3.190
H -4.038 -2.377 1.957
H 2.267 6.658 0.843
H 3.377 4.334 3.192
H 0.709 1.383 -0.171
H 3.731 5.915 1.502
H 0.383 5.172 -0.119
*
```

Summary:
* energy relative to the best compared isomer or geometry (same formula, charge and spin): 5.06 kJ/mol
* LUMO (spin up / spin down): -4.00 / -4.00 eV
* E_tot: -3388.17946 hartree
* gap between HOMO and LUMO (spin up / spin down): 7.069 / 7.067 eV
* molar mass: 929.392 g/mol



[2]
Computed, not measured: a structure of composition C33H47CsN7OPSb at a distorted geometry, with ωB97M-V with the def2-TZVPD basis set.

The geometry in ORCA input format:
```
! RIJCOSX wB97M-V def2-TZVPD def2/J DEFGRID3
* xyz 1 1
Cs -0.267 1.082 -0.275
Sb -1.751 3.757 3.000
P 0.464 -2.821 -0.325
O 0.550 -1.611 -1.199
N 1.100 2.883 1.774
N 1.706 2.360 -2.666
N 1.672 -3.966 -0.747
N -1.629 4.083 -0.093
N 0.747 -2.523 1.326
N -2.820 1.281 1.375
N -1.090 -3.511 -0.546
C -1.470 3.899 -2.552
C -1.884 4.652 -1.311
C -3.533 -0.369 -0.266
C 2.395 2.456 1.903
C 2.507 2.826 -3.394
C 1.809 -1.619 3.352
C -3.623 0.211 1.110
C 0.855 -3.586 2.316
C -2.908 1.882 2.568
C -2.619 5.871 -1.415
C 3.044 -3.341 -0.676
C -1.617 -4.667 0.168
C -2.726 -5.268 -0.717
C 1.498 -4.481 -2.145
C -4.509 0.252 3.334
C 0.992 -1.261 2.065
C 1.899 -3.140 3.372
C 0.423 3.106 2.911
C 2.383 2.560 4.288
C -3.205 -4.116 -1.585
C -2.996 6.512 -0.264
C 3.129 2.299 0.622
C 2.425 -3.653 -3.047
C 1.049 2.983 4.140
C -2.730 5.893 0.979
C -2.040 4.706 0.995
C 3.045 3.851 -5.610
C 3.050 2.238 3.123
C -1.960 -3.198 -1.699
C 3.561 3.426 -4.229
C -4.431 -0.359 2.101
C 3.463 -2.988 -2.120
C -3.727 1.394 3.566
H -2.287 -6.100 -1.305
H -3.017 6.397 1.896
H 2.779 -1.107 3.407
H 2.514 2.583 -0.267
H 0.426 -4.426 -2.411
H 1.667 -3.586 4.343
H -2.152 3.033 -2.740
H 4.044 1.818 3.110
H -4.047 -3.581 -1.077
H 2.687 2.961 -6.153
H 4.074 2.891 0.583
H -2.598 -0.949 -0.346
H 3.579 -1.894 -2.297
H 1.800 -5.550 -2.154
H -1.487 4.595 -3.422
H -4.960 -1.284 1.873
H 4.493 -3.365 -2.324
H 3.980 4.279 -3.665
H -1.422 -3.431 -2.651
H -3.541 0.423 -1.033
H -0.140 -3.685 2.803
H -0.003 -0.914 2.393
H 1.826 -2.916 -3.632
H 2.903 -3.528 3.099
H 3.784 4.337 -6.246
H -3.809 1.930 4.516
H 1.094 -4.551 1.852
H 3.712 -4.094 -0.226
H -0.431 3.541 -2.464
H 3.046 -2.491 0.012
H -4.365 -1.074 -0.452
H 1.565 -0.513 1.491
H -2.006 -4.357 1.152
H 2.927 -4.303 -3.791
H 1.273 -1.273 4.262
H -0.794 -5.401 0.374
H -5.122 -0.130 4.123
H 4.395 2.707 -4.323
H -3.594 -4.406 -2.561
H 0.511 3.269 5.043
H 2.165 4.531 -5.550
H 3.478 1.269 0.482
H -3.513 -5.731 -0.112
H -2.183 -2.118 -1.706
H 2.837 2.492 5.284
H -2.814 6.254 -2.429
H -3.504 7.463 -0.269
*
```

Summary:
* LUMO: -1.75 eV
* E_tot: -2345.82394 hartree
* gap between HOMO and LUMO: 9.029 eV
* molar mass: 843.426 g/mol



[3]
Computed, not measured: a cluster of 4 separate species, C33H47F3IO13PS3 in total at a distorted geometry, with ωB97M-V with the def2-TZVPD basis set.

The geometry in ORCA input format:
```
! RIJCOSX wB97M-V def2-TZVPD def2/J DEFGRID3
* xyz 0 1
I -6.232 1.852 0.696
S 0.216 -0.074 -3.764
S 2.954 4.874 -6.045
S 7.377 -1.201 1.804
P -7.246 -2.201 0.203
F 1.630 1.091 3.608
F 2.986 -0.392 4.639
F 2.047 1.279 5.751
O -5.806 1.076 -2.084
O -6.850 -2.772 3.138
O 0.201 -4.491 2.371
O -2.373 -0.511 5.118
O 6.908 -2.546 2.028
O -2.204 1.171 0.521
O 7.907 -0.776 0.532
O 0.735 -0.356 5.051
O -4.692 -2.190 4.843
O 2.502 3.524 -5.806
O 1.516 -0.091 -3.135
O 3.426 5.305 -7.336
O -0.568 -1.274 -3.936
C 6.096 -0.063 2.309
C 6.368 0.181 3.788
C 0.396 -0.263 0.995
C 1.689 6.004 -5.482
C -5.746 -2.096 2.590
C 4.168 5.300 -4.797
C -0.987 2.291 -3.996
C -2.273 -0.733 3.944
C 7.886 0.349 3.910
C -3.503 -1.077 3.028
C -5.741 -1.712 1.163
C -0.390 -3.697 1.324
C -4.562 -0.965 0.717
C -4.656 -1.815 3.514
C -0.913 -0.702 3.169
C -3.467 -0.627 1.623
C -0.880 1.662 -5.389
C 2.023 6.243 -4.014
C 3.544 6.419 -3.957
C 0.791 -2.844 0.709
C 1.857 0.366 4.751
C 0.341 -1.205 3.944
C -7.084 -2.056 -1.647
C -0.877 -0.289 1.869
C -4.449 -0.485 -0.753
C -5.452 0.713 -1.013
C 0.343 0.754 -5.340
C 8.539 -0.777 3.102
C -0.793 -4.977 3.285
C -2.226 0.190 1.227
C -0.808 1.168 -2.971
C -7.449 -4.067 0.486
C 0.277 -1.518 0.002
H -4.578 -1.304 -1.509
H -1.774 -4.440 3.221
H -0.815 -1.687 -0.211
H -7.972 -4.514 -0.401
H -7.209 -1.015 -2.019
H 1.493 -2.607 1.549
H 5.116 -0.499 2.118
H -1.941 2.802 -3.856
H 1.217 -1.428 3.289
H 8.213 0.326 4.950
H 9.478 -0.459 2.653
H -0.957 -6.066 3.041
H -1.760 0.705 -2.713
H 8.179 1.317 3.495
H -7.997 -4.293 1.427
H -6.637 -3.722 3.143
H -1.777 1.073 -5.598
H 3.915 6.395 -2.932
H 1.265 1.337 -5.337
H -6.437 -4.562 0.519
H -0.311 1.521 -2.068
H 8.701 -1.666 3.712
H -6.149 -2.557 -2.017
H -0.369 -4.867 4.322
H -3.435 -0.053 -0.981
H -0.195 3.034 -3.870
H -0.784 2.419 -6.168
H 5.085 5.624 -5.284
H 6.044 -0.683 4.376
H 1.730 5.375 -3.417
H 1.500 7.116 -3.622
H 0.365 0.019 -6.143
H 1.352 -0.332 1.560
H 6.218 0.854 1.730
H 3.814 7.391 -4.381
H 0.705 5.562 -5.633
H 4.360 4.410 -4.197
H 0.447 0.638 0.337
H 0.050 -2.194 4.398
H 0.806 -1.317 -0.960
H -1.175 -3.001 1.720
H 1.336 -3.497 -0.020
H 5.833 1.057 4.155
H 1.782 6.923 -6.062
H -7.929 -2.658 -2.089
H -4.420 -3.116 4.958
H -0.881 -4.333 0.535
*
```

Summary:
* energy relative to the best compared isomer or geometry (same formula, charge and spin): 180.09 kJ/mol
* LUMO: -1.09 eV
* E_tot: -4396.84650 hartree
* structure (SMILES): COCCCCC1=C(COC(F)(F)F)C(=O)c2c(O)c(O)c(P(C)C)c(CC(=O)I)c2C1=O.O=S1(=O)CCCC1.O=S1(=O)CCCC1.O=S1(=O)CCCC1
* gap between HOMO and LUMO: 7.186 eV
* molar mass: 962.799 g/mol



[4]
Computed, not measured: a structure of composition C33H47N4O5S4SiTl at a distorted geometry, with ωB97M-V with the def2-TZVPD basis set.

The geometry in ORCA input format:
```
! RIJCOSX wB97M-V def2-TZVPD def2/J DEFGRID3
* xyz -2 1
Tl 1.435 -1.593 -0.334
S 0.736 -0.780 -2.821
S 0.789 -2.378 2.499
S -6.890 -4.664 -3.027
S 3.654 -0.223 -1.259
Si 0.335 1.509 1.755
O -1.307 1.507 1.697
O 1.135 0.407 1.010
O -7.833 -3.453 -5.160
O 0.638 1.402 3.402
O 0.670 3.085 1.324
N 2.951 -3.324 -1.548
N 3.294 -2.444 0.979
N 3.392 -1.975 2.187
N 2.377 -0.718 3.806
C -3.274 0.632 0.756
C -2.918 -4.143 -2.623
C -0.209 1.593 4.504
C 2.614 3.802 2.548
C -1.438 1.419 -0.738
C -2.697 3.099 0.624
C -3.939 -3.107 -0.699
C 5.070 -4.399 -2.970
C -2.783 -3.443 -1.416
C 5.260 -3.928 -1.694
C -7.172 -1.923 -3.412
C 3.799 -4.328 -3.532
C -5.187 -3.465 -1.169
C -7.337 -3.261 -4.070
C -5.297 -4.151 -2.370
C 2.997 0.753 -2.531
C 2.810 2.947 0.206
C -4.164 -4.496 -3.094
C -1.236 0.460 4.575
C -1.504 -3.069 -0.952
C 1.917 3.706 1.184
C 4.168 -3.401 -0.981
C 1.308 1.507 -4.187
C 1.654 5.121 0.635
C -2.148 1.661 0.589
C 2.258 -1.617 2.785
C 1.813 0.539 -3.149
C 2.782 -3.763 -2.777
C 4.312 -2.966 0.365
C 0.686 1.586 5.755
C -0.384 -2.796 -0.568
C -0.944 2.935 4.410
C 3.846 1.936 -2.925
H -0.662 2.165 -0.882
H 2.960 1.933 0.558
H -2.144 1.457 -1.565
H -3.845 -2.563 0.228
H 1.459 2.345 5.658
H -7.291 -1.132 -4.151
H 5.897 -4.820 -3.530
H 0.335 1.176 -4.540
H -0.737 -0.505 4.601
H -4.002 0.718 -0.047
H 1.783 -3.660 -3.179
H 0.098 1.796 6.645
H 5.278 -3.074 0.855
H -1.875 0.570 5.450
H -1.476 2.959 3.466
H 1.611 -0.037 3.781
H -2.029 -4.397 -3.182
H -2.830 -0.360 0.743
H 2.691 2.800 2.961
H 4.082 1.903 -3.992
H -6.204 -1.830 -2.922
H -1.647 3.042 5.235
H 1.185 5.050 -0.344
H 6.232 -3.949 -1.225
H -3.773 0.772 1.713
H -3.251 3.267 1.546
H 3.607 4.238 2.444
H 2.023 4.414 3.227
H 1.171 0.620 5.869
H -6.080 -3.205 -0.614
H 2.591 5.667 0.540
H 2.312 2.885 -0.756
H -1.854 3.787 0.599
H 3.609 -4.697 -4.529
H -7.949 -1.818 -2.650
H 1.994 1.565 -5.036
H -4.273 -5.030 -4.028
H -1.832 0.499 3.671
H -3.351 3.289 -0.226
H 4.772 1.927 -2.355
H -0.233 3.758 4.431
H 3.281 -0.263 3.768
H 1.209 2.507 -3.764
H 3.323 2.875 -2.733
H 0.988 5.665 1.302
H 3.771 3.447 0.091
H -0.957 0.445 -0.719
*
```

Summary:
* energy relative to the best compared isomer or geometry (same formula, charge and spin): 127.09 kJ/mol
* LUMO: 3.61 eV
* E_tot: -3935.80764 hartree
* gap between HOMO and LUMO: 4.489 eV
* molar mass: 940.499 g/mol



[5]
Computed, not measured: a structure of composition C33H47N4O5S4SiTl, with ωB97M-V with the def2-TZVPD basis set.

The geometry in ORCA input format:
```
! RIJCOSX wB97M-V def2-TZVPD def2/J DEFGRID3
* xyz -2 1
Tl 2.155 -0.292 -1.480
S 4.614 0.592 -2.957
S 0.879 -1.760 -3.295
S 3.461 -2.430 -1.082
S -3.575 6.311 -4.863
Si -0.299 -0.999 1.379
O -5.128 7.879 -3.532
O 0.798 -0.936 0.267
O 0.309 -0.618 2.884
O -1.027 -2.496 1.507
O -1.601 0.036 1.254
N 6.777 -0.690 -2.094
N 1.966 1.742 0.774
N 4.269 0.547 -0.024
N 5.454 0.029 -0.410
C -2.623 0.035 0.265
C -3.774 -0.835 0.773
C -0.615 3.240 -3.205
C -1.115 -1.821 4.471
C 0.998 -3.849 1.631
C -2.851 3.826 -3.925
C 2.986 1.675 1.627
C -0.455 -3.758 1.167
C 0.709 2.969 2.380
C 0.287 2.294 -2.640
C 1.765 2.897 3.276
C 3.052 -5.006 -1.857
C 2.580 -3.583 -2.084
C 2.920 2.234 2.902
C 1.050 1.480 -2.162
C -0.543 -3.956 -0.339
C 0.868 -0.465 5.154
C -1.083 5.448 -4.082
C -2.117 -0.479 -1.078
C -1.962 2.904 -3.407
C 0.976 -4.469 -3.745
C -3.839 6.527 -2.043
C 1.602 -3.326 -2.971
C -0.295 -0.566 4.169
C -2.423 5.111 -4.250
C 0.859 2.356 1.144
C -3.080 1.486 0.126
C -1.305 -4.800 1.891
C -0.191 4.526 -3.566
C 5.608 -0.042 -1.716
C -1.190 0.664 4.302
C 4.214 1.040 1.148
C -4.286 7.026 -3.392
H 0.435 -4.083 -4.607
H 1.623 -3.144 1.079
H -3.304 1.897 1.113
H 0.850 4.785 -3.427
H -1.255 -4.646 2.971
H -0.491 -2.712 4.384
H -2.348 -4.711 1.578
H 3.764 2.147 3.576
H -1.941 -1.926 3.768
H -2.290 2.086 -0.331
H -0.955 -5.809 1.663
H -3.975 1.557 -0.499
H -0.097 -4.913 -0.629
H 1.452 0.430 4.941
H 7.054 -1.383 -1.412
H 0.508 -0.422 6.186
H 3.707 -5.352 -2.665
H -4.593 -0.859 0.049
H 3.616 -5.074 -0.926
H -4.355 5.589 -1.828
H -2.289 1.906 -3.147
H 1.521 -1.332 5.040
H -0.611 1.562 4.118
H -0.010 -3.159 -0.858
H -0.217 3.467 2.632
H 2.213 -5.706 -1.792
H 5.100 1.049 1.785
H 1.383 -4.858 1.458
H -1.613 0.715 5.310
H -0.746 6.443 -4.349
H -2.916 -0.422 -1.825
H -1.512 -1.766 5.489
H -3.412 -1.849 0.942
H -2.772 6.321 -2.005
H 1.067 -3.626 2.699
H -4.152 -0.438 1.719
H -1.788 -1.517 -1.014
H 0.059 2.359 0.411
H -1.590 -3.951 -0.657
H 1.723 -5.184 -4.102
H 0.259 -5.023 -3.126
H -1.996 0.624 3.570
H -1.265 0.107 -1.425
H 6.710 -1.046 -3.034
H -3.890 3.557 -4.073
H -4.123 7.269 -1.300
H 1.684 3.345 4.261
*
```

Summary:
* energy relative to the best compared isomer or geometry (same formula, charge and spin): 0.00 kJ/mol
* LUMO: 3.71 eV
* E_tot: -3935.85605 hartree
* gap between HOMO and LUMO: 4.818 eV
* molar mass: 940.499 g/mol